DFT (ωB97M-V/def2-TZVPD) results for 2 unconnected molecules or ions with the total composition C5H14S2 in a non-equilibrium geometry.

Values from the calculation:
LUMO energy (alpha / beta): -0.13363 / -0.31049 Eh
⟨S²⟩: 0.753
relative energy (zero: lowest compared OMol25 entry of this formula, charge and spin): 26.44 kcal/mol

```
! RIJCOSX wB97M-V def2-TZVPD def2/J DEFGRID3
* xyz 1 2
H 2.13 2.66 -0.21
H 2.79 1.27 -0.59
H -1.29 -0.47 1.43
H -0.32 -1.52 3.37
H -0.50 3.35 -2.28
C -0.70 -2.35 2.68
H -1.68 -1.98 2.46
C -0.95 -0.64 0.38
H -0.23 -2.13 -0.84
H 1.10 -1.11 -0.03
H -0.70 0.41 0.01
H 1.01 1.18 -0.29
C -0.33 2.28 -2.46
H -1.93 -0.89 -0.11
C 1.87 1.77 -0.69
H -0.66 -3.06 3.48
S 1.50 1.78 -2.48
C 0.10 -1.63 0.06
H -0.68 2.13 -3.52
H -0.90 1.86 -1.71
S 0.36 -2.92 1.32
*
```

---

DFT (ωB97M-V/def2-TZVPD) results for a molecular structure, C6H6CuFNaO6 in a non-equilibrium geometry.

Values from the calculation:
LUMO energy (alpha / beta): -0.04131 / -0.03125 Eh
⟨S²⟩: 0.752

```
! RIJCOSX wB97M-V def2-TZVPD def2/J DEFGRID3
* xyz 0 2
F 3.81 -0.66 -1.32
O -3.45 -0.11 0.09
Cu -0.50 2.56 -2.08
H 3.71 -0.38 1.26
H -0.97 -1.68 1.32
H -3.91 -1.97 0.87
C -3.14 -1.20 0.99
O 1.37 2.52 -0.76
O -2.24 1.33 -1.11
C 1.94 1.46 -0.43
O -1.37 -0.59 -0.39
H -1.77 -2.57 -0.06
C -1.75 -1.64 0.52
C 2.59 -0.66 -0.55
O 1.80 0.36 -1.16
O 2.56 1.26 0.67
C -2.36 0.26 -0.56
Na 1.97 4.36 0.63
H 2.15 -1.64 -0.77
H -3.15 -0.80 2.01
C 2.71 -0.22 0.85
*
```

---

DFT (ωB97M-V/def2-TZVPD) results for a molecular structure, C3H9Br3O2 in a non-equilibrium geometry.

Values from the calculation:
LUMO energy: -0.01042 Eh

```
! RIJCOSX wB97M-V def2-TZVPD def2/J DEFGRID3
* xyz 0 1
H 5.48 -12.00 -2.14
H 3.62 -10.43 -2.43
H 9.14 -7.47 -4.05
O 4.39 -10.28 -1.86
C 8.08 -7.19 -4.24
C 5.53 -10.96 -2.34
H 4.54 -7.33 -3.96
Br 7.38 -6.43 -2.61
C 3.64 -7.93 -4.01
H 3.80 -8.42 -2.21
H 5.79 -10.75 -3.39
O 3.06 -8.14 -2.77
H 6.38 -10.52 -1.85
H 4.03 -8.95 -4.39
Br 7.14 -8.82 -4.72
H 2.95 -7.33 -4.62
Br 8.02 -5.92 -5.73
*
```

---

DFT (ωB97M-V/def2-TZVPD) results for 2 unconnected molecules or ions with the total composition C2H5OS in a non-equilibrium geometry.

Values from the calculation:
LUMO energy: 0.15221 Eh
relative energy (zero: lowest compared OMol25 entry of this formula, charge and spin): 17.26 kcal/mol

```
! RIJCOSX wB97M-V def2-TZVPD def2/J DEFGRID3
* xyz -1 1
O 0.86 -0.53 -0.34
H -0.65 0.48 2.40
C -0.30 -0.30 1.73
H -0.57 -1.33 1.90
C 0.56 0.13 0.79
S -0.76 -0.24 -3.03
H 1.18 1.01 0.93
H 0.33 -0.29 -1.15
H -0.65 1.08 -3.23
*
```

---

Please write out number 2 again, unchanged.
DFT (ωB97M-V/def2-TZVPD) results for a molecular structure, C6H6CuFNaO6 in a non-equilibrium geometry.

Values from the calculation:
LUMO energy (alpha / beta): -0.04131 / -0.03125 Eh
⟨S²⟩: 0.752

```
! RIJCOSX wB97M-V def2-TZVPD def2/J DEFGRID3
* xyz 0 2
F 3.81 -0.66 -1.32
O -3.45 -0.11 0.09
Cu -0.50 2.56 -2.08
H 3.71 -0.38 1.26
H -0.97 -1.68 1.32
H -3.91 -1.97 0.87
C -3.14 -1.20 0.99
O 1.37 2.52 -0.76
O -2.24 1.33 -1.11
C 1.94 1.46 -0.43
O -1.37 -0.59 -0.39
H -1.77 -2.57 -0.06
C -1.75 -1.64 0.52
C 2.59 -0.66 -0.55
O 1.80 0.36 -1.16
O 2.56 1.26 0.67
C -2.36 0.26 -0.56
Na 1.97 4.36 0.63
H 2.15 -1.64 -0.77
H -3.15 -0.80 2.01
C 2.71 -0.22 0.85
*
```